One molecule with the formula C6H8 at a distorted geometry, computed with wB97M-V/def2-TZVPD.

Computed properties:
- F_max (eV Å⁻¹) = 5.47
- structure (SMILES) = C1=CCCC=C1
- charge = 0
- HOMO level (eV) = -8.401
- multiplicity = 1
- HOMO-LUMO gap (eV) = 9.401

Last column: natural (NBO) charge in e.
Geometry (Å):
C -1.323108 -0.928117 -0.169171  -0.23
C -0.012031 -1.371195 -0.210328  -0.20
C 1.259224 -0.543678 0.322944  -0.47
C 0.926514 0.748577 -0.341913  -0.45
C -0.504646 1.328275 -0.047375  -0.17
C -1.572102 0.503431 0.174222  -0.27
H -2.122757 -1.765428 -0.374135  0.23
H -0.087171 -2.455184 -0.196358  0.21
H 1.504571 -0.613556 1.426848  0.23
H 2.339317 -0.761988 0.111446  0.23
H 1.034408 0.886518 -1.500331  0.24
H 1.663047 1.642637 -0.031815  0.21
H -0.474834 2.452533 0.174784  0.21
H -2.630426 0.877172 0.661186  0.23

Atoms 1-6, force components in eV/Å:
C 1.14 -0.68 0.08
C -0.81 -0.87 2.13
C -0.42 -1.14 -0.84
C 0.43 5.41 -0.65
C 0.27 0.27 1.46
C -1.13 1.08 0.31

=====

One molecule with the formula C9H6Cl2F2 at a distorted geometry, computed with wB97M-V/def2-TZVPD.

Computed properties:
- F_max (eV Å⁻¹) = 3.16
- structure (SMILES) = C=C1C=CC=C[C@]12[C@@](F)(Cl)[C@@]2(F)Cl
- charge = 0
- HOMO level (eV) = -9.205
- multiplicity = 1
- HOMO-LUMO gap (eV) = 9.430

Last column: natural (NBO) charge in e.
Geometry (Å):
C -0.394269 -1.857433 0.805318  -0.34
C 0.370315 -0.711978 0.771684  0.00
C -0.327260 0.663206 1.015176  -0.19
C -0.290111 1.577937 0.062029  -0.23
C 0.247060 1.092709 -1.263781  -0.21
C 1.201934 0.180158 -1.260485  -0.16
C 1.650019 -0.485600 0.030746  -0.23
C 2.823722 -1.450752 -0.092485  0.37
F 2.904592 -2.521571 0.689902  -0.29
Cl 3.638110 -1.713832 -1.733070  -0.05
C 3.017094 -0.137421 0.568620  0.29
F 3.090941 -0.147267 1.908246  -0.31
Cl 3.959569 1.207348 0.003204  0.03
H -1.378025 -1.993159 1.301845  0.22
H 0.021789 -2.810805 0.428139  0.21
H -0.853165 0.724558 1.968860  0.22
H -0.734750 2.572201 0.151197  0.22
H -0.172323 1.689450 -2.053090  0.23
H 1.468000 -0.311950 -2.222681  0.24

Atoms 1-6, force components in eV/Å:
C 1.87 0.49 0.38
C -2.62 -0.02 0.28
C 0.55 -2.07 1.22
C 0.16 -0.36 -1.05
C -0.15 2.11 2.35
C 0.00 -1.23 -1.71

=====

C39H31BClF4N5O3Ti as an isolated structure at a distorted geometry, computed with wB97M-V/def2-TZVPD.

Computed properties:
- F_max (eV Å⁻¹) = 1.99
- expectation value of S² = 2.076
- charge = -2
- HOMO level (spin up / spin down) (eV) = -0.404 / -2.976
- multiplicity = 3
- HOMO-LUMO gap (spin up / spin down) (eV) = 4.537 / 7.107

Last column: Löwdin spin population.
Geometry (Å):
Ti -0.050426 0.337453 -0.549824  0.81
Cl -3.642484 4.665943 4.171679  -0.01
C -2.791180 3.835796 2.871876  0.00
C -2.658567 4.463988 1.636891  0.07
C -1.992982 3.806255 0.617738  0.00
C -1.454730 2.540838 0.822733  0.05
O -0.874641 1.873337 -0.152883  0.01
C -1.567119 1.918789 2.086335  0.02
C -0.983120 0.628378 2.336255  0.25
N -0.228699 -0.049136 1.472843  0.02
C 0.418391 -1.194342 1.909713  0.08
C 0.656155 -1.535857 3.255008  0.10
C 1.276830 -2.733117 3.576140  0.03
C 1.666837 -3.635892 2.595314  0.12
C 1.470790 -3.327009 1.233854  0.00
C 1.811492 -4.191437 0.173660  0.12
C 1.580840 -3.786973 -1.127821  0.03
C 1.031513 -2.544925 -1.376661  0.11
N 0.676114 -1.691762 -0.401010  0.05
C 0.874760 -2.076444 0.885636  0.00
C -2.264515 2.586903 3.103564  0.06
H -3.082469 5.447023 1.476863  0.00
H -1.870868 4.262881 -0.358756  0.00
H -1.185902 0.185070 3.304174  0.01
H 0.383248 -0.850302 4.045364  0.01
H 1.461521 -2.965010 4.619751  0.00
H 2.123501 -4.583403 2.860653  0.01
H 2.250093 -5.159737 0.387014  0.01
H 1.831086 -4.428726 -1.963523  0.00
H 0.849912 -2.229828 -2.393350  0.01
H -2.366842 2.117904 4.075243  0.00
C -2.180876 -3.538712 -0.512450  0.00
C -2.983580 -2.498195 0.215543  0.00
C -3.850314 -2.891494 1.229039  0.00
C -4.680349 -1.978673 1.865998  0.00
C -4.698575 -0.669655 1.420329  0.00
C -3.845394 -0.244547 0.402998  0.00
C -4.023704 1.143889 -0.161789  0.00
C -2.915504 -1.139730 -0.141617  0.00
N -1.947503 -0.654762 -1.071377  0.00
C -2.173985 -0.867842 -2.369399  0.00
O -3.126470 -1.434431 -2.917804  0.00
C -1.036533 -0.330308 -3.224541  0.00
C -1.038530 -0.308286 -4.601300  0.00
C 0.126202 0.083742 -5.254571  0.00
C 1.261125 0.401427 -4.526912  0.00
C 1.173806 0.396393 -3.151264  0.00
N 0.040668 0.050625 -2.544175  0.00
C 2.357592 0.659350 -2.229125  0.00
O 3.467827 0.806334 -2.730986  0.00
N 2.003075 0.639633 -0.928091  0.01
C 3.032678 0.674041 0.059129  0.01
C 4.089756 -0.251202 0.079860  0.00
C 4.246044 -1.334552 -0.950496  0.00
C 5.055888 -0.163225 1.081280  0.00
C 4.998700 0.811839 2.062401  0.00
C 3.957299 1.723078 2.034913  0.00
C 2.980713 1.677679 1.045300  0.00
C 1.916755 2.745310 1.028830  0.00
H -2.436493 -4.537077 -0.151705  0.00
H -1.115146 -3.389992 -0.376220  0.00
H -2.391479 -3.487597 -1.583227  0.00
H -3.874939 -3.937447 1.520336  0.00
H -5.334440 -2.297979 2.670219  0.00
H -5.395697 0.045309 1.849750  0.00
H -4.080804 1.893619 0.629380  0.00
H -4.960972 1.177846 -0.726861  0.00
H -3.215297 1.401831 -0.839087  0.00
H -1.936581 -0.607251 -5.123864  0.00
H 0.149872 0.127391 -6.337068  0.00
H 2.204319 0.658242 -4.987494  0.00
H 3.285614 -1.683499 -1.314953  0.00
H 4.790849 -2.180582 -0.528306  0.00
H 4.788270 -0.947759 -1.816819  0.00
H 5.876982 -0.873570 1.071195  0.00
H 5.760696 0.866415 2.831814  0.00
H 3.904494 2.508176 2.783871  0.00
H 2.316935 3.679992 1.425304  0.00
H 1.069381 2.455936 1.653185  0.00
H 1.548832 2.935639 0.022954  0.00
F 0.304365 5.015552 -1.521670  0.00
B 0.706552 4.205777 -2.617485  0.00
F 2.101597 4.283746 -2.792989  0.00
F 0.042858 4.635149 -3.796098  0.00
F 0.334888 2.857779 -2.348398  0.00

Atoms 1-6, force components in eV/Å:
Ti -0.16 -0.99 0.40
Cl 0.03 -0.04 -0.06
C -0.06 0.05 -0.01
C -0.05 -0.02 0.07
C 0.07 0.25 -0.21
C 0.04 -0.21 0.10

=====

One molecule with the formula C3H5BrS at a distorted geometry, computed with wB97M-V/def2-TZVPD.

Computed properties:
- F_max (eV Å⁻¹) = 8.52
- structure (SMILES) = CS/C=C/Br
- charge = 0
- HOMO level (spin up / spin down) (eV) = -8.186 / -7.626
- multiplicity = 1
- HOMO-LUMO gap (spin up / spin down) (eV) = 8.016 / 7.400

Last column: natural (NBO) charge in e.
Geometry (Å):
C 1.525769 0.635919 0.038517  -0.80
S 1.149991 -1.095805 -0.237710  0.38
C -0.490186 -1.154383 -0.600155  -0.44
C -1.438268 0.096531 0.252889  -0.34
Br -3.227617 -0.376197 0.448776  0.09
H 2.528366 0.857645 0.522767  0.26
H 0.727852 0.884292 0.840155  0.23
H 1.207451 1.307946 -0.777984  0.23
H -0.878329 -2.185587 -0.561003  0.23
H -1.105031 1.029637 0.073746  0.16

Atoms 1-6, force components in eV/Å:
C -1.82 1.09 2.14
S 1.76 -0.52 -0.80
C -3.16 4.14 4.07
C 1.89 -7.82 -2.78
Br -0.02 0.48 -0.03
H -1.17 -0.62 -1.10

=====

C2H4MgO2Rb as an isolated structure at a distorted geometry, computed with wB97M-V/def2-TZVPD.

Computed properties:
- F_max (eV Å⁻¹) = 3.33
- charge = -1
- HOMO level (eV) = -2.271
- multiplicity = 1
- HOMO-LUMO gap (eV) = 4.041

Last column: Mulliken charge in e.
Geometry (Å):
O 2.087521 -0.525782 0.810072  -0.99
H 2.727829 -1.237168 0.795673  0.10
C 0.278430 -1.080848 -0.951955  -0.49
C -0.788305 -0.200844 -0.826832  -0.18
O -1.501437 -0.142299 0.324785  -0.45
H 0.297502 -1.931035 -0.252606  0.16
H 0.698626 -1.223371 -1.951585  0.24
H -1.402692 -0.058922 -1.731443  0.21
Mg -3.688235 0.453789 0.781343  -0.28
Rb 0.175391 0.529427 2.680628  0.67

Atoms 1-6, force components in eV/Å:
O -0.07 0.67 1.21
H 0.24 -0.19 0.02
C -2.66 0.34 -0.63
C 0.03 -3.29 0.51
O -0.73 0.96 0.22
H 0.84 0.98 -0.02

=====

A 2-piece molecular cluster, C3H9NO3 overall at a distorted geometry, computed with wB97M-V/def2-TZVPD.

Computed properties:
- F_max (eV Å⁻¹) = 2.86
- structure (SMILES) = NCCOC=O.O
- charge = 0
- HOMO level (eV) = -9.867
- multiplicity = 1
- HOMO-LUMO gap (eV) = 10.598

Last column: natural (NBO) charge in e.
Geometry (Å):
N 0.000000 0.000000 0.000000  -0.87
C -1.274369 -0.606200 0.396800  -0.24
C -1.703719 0.046550 1.705429  -0.09
O -0.929340 -0.418470 2.789279  -0.53
C -1.392079 -0.206970 4.096488  0.64
O -2.419879 0.388060 4.404878  -0.57
H 0.771010 -0.473880 0.483380  0.36
H 0.112530 1.000510 0.197440  0.37
H -1.344959 -1.707479 0.484320  0.22
H -2.003799 -0.282090 -0.370230  0.20
H -1.717419 1.153230 1.682619  0.18
H -2.748559 -0.300680 1.820269  0.19
H -0.665300 -0.516800 4.873309  0.14
O 1.180000 -0.924900 -2.874179  -0.96
H 0.840450 -0.556200 -2.027409  0.49
H 1.715809 -1.705949 -2.607469  0.46

Atoms 1-6, force components in eV/Å:
N 1.69 -1.36 -0.45
C -0.13 2.22 0.32
C -2.45 -0.56 -0.19
O 0.17 -0.23 2.50
C -1.43 1.85 -0.75
O 2.13 -1.54 -1.13

=====

Which formula does entry 3 have? C39H31BClF4N5O3Ti

=====

Which value of charge does entry 5 give? -1